Molecular formula: C49H31ClF9IN2NiOPSeSi
Method: DFT, wB97M-V/def2-TZVPD

XYZ file:
```
98
Properties=species:S:1:pos:R:3:lowdin_spin:R:1
Ni -0.683 0.828 -0.888 1.42
Cl 2.295 7.016 -0.887 0.00
C 1.983 5.305 -0.966 0.01
C 3.046 4.432 -0.954 0.00
C 2.816 3.070 -0.986 0.01
I 4.442 1.739 -0.981 0.00
C 1.540 2.503 -1.032 0.00
O 1.320 1.247 -1.025 0.05
C 0.449 3.436 -1.102 0.00
N -0.780 2.885 -1.218 0.05
C -1.824 3.688 -1.293 0.03
C -1.720 5.078 -1.221 0.00
C -0.484 5.661 -1.092 0.02
C 0.658 4.838 -1.048 0.00
H 4.056 4.812 -0.916 0.00
H -2.788 3.219 -1.418 0.00
H -2.612 5.683 -1.271 0.00
H -0.368 6.732 -1.033 0.00
Se -4.951 -0.986 -1.644 0.02
C -3.443 -0.137 -1.645 0.03
N -2.418 0.428 -1.657 0.04
C -1.704 -2.727 4.011 0.01
C -0.653 -1.874 4.306 0.00
C -0.420 -0.756 3.523 0.01
C -1.220 -0.484 2.419 0.02
C -2.288 -1.337 2.154 0.01
C -2.536 -2.444 2.941 0.00
Si -1.026 1.094 1.323 0.11
C -2.505 2.072 2.097 0.02
C -2.399 2.428 3.437 0.01
C -3.415 3.111 4.077 0.00
C -4.563 3.452 3.381 0.00
C -4.689 3.095 2.050 0.00
C -3.668 2.404 1.418 0.00
C 0.504 2.087 1.941 0.02
C 1.746 1.484 2.111 0.01
C 2.838 2.212 2.544 0.00
C 2.712 3.570 2.790 0.01
C 1.491 4.191 2.590 0.00
C 0.401 3.456 2.164 0.01
H -1.881 -3.600 4.623 0.00
H -0.016 -2.076 5.158 0.00
H 0.385 -0.084 3.785 0.00
H -2.936 -1.113 1.319 0.00
H -3.378 -3.084 2.722 0.00
H -1.502 2.171 3.981 0.00
H -3.311 3.383 5.119 0.00
H -5.356 3.995 3.877 0.00
H -5.584 3.358 1.503 0.00
H -3.775 2.117 0.383 0.00
H 1.854 0.429 1.905 0.00
H 3.791 1.721 2.692 0.00
H 3.564 4.137 3.137 0.00
H 1.382 5.251 2.770 0.00
H -0.553 3.944 2.024 0.00
F -3.301 -7.058 -0.359 0.00
C -2.023 -6.956 -0.743 0.00
F -1.301 -7.647 0.164 0.00
F -1.920 -7.656 -1.893 0.00
C -1.540 -5.544 -0.883 0.00
C -2.392 -4.467 -0.693 0.00
C -1.887 -3.181 -0.793 0.00
C -0.549 -2.969 -1.091 0.01
C 0.291 -4.061 -1.299 0.00
C -0.198 -5.345 -1.193 0.00
P 0.148 -1.273 -1.221 0.05
C 0.483 -1.264 -3.011 0.01
C 1.441 -0.424 -3.581 0.01
C 1.565 -0.327 -4.954 0.00
C 0.709 -1.054 -5.774 0.01
C -0.286 -1.853 -5.220 0.00
C -0.397 -1.955 -3.850 0.01
C 0.805 -0.967 -7.267 0.00
F -0.180 -0.228 -7.820 0.00
F 0.718 -2.178 -7.855 0.00
F 1.956 -0.426 -7.699 0.00
C 1.671 -1.658 -0.292 0.00
C 1.421 -2.070 1.020 0.00
C 2.459 -2.316 1.892 0.00
C 3.773 -2.155 1.460 0.00
C 4.033 -1.762 0.155 0.00
C 2.984 -1.520 -0.717 0.00
C 4.896 -2.359 2.434 0.00
F 5.214 -1.235 3.108 0.00
F 4.610 -3.273 3.381 0.00
F 6.034 -2.778 1.853 0.00
H -3.436 -4.630 -0.470 0.00
H -2.536 -2.334 -0.643 0.00
H 1.333 -3.901 -1.538 0.00
H 0.449 -6.196 -1.346 0.00
H 2.062 0.188 -2.944 0.00
H 2.311 0.319 -5.394 0.00
H -0.970 -2.380 -5.868 0.00
H -1.188 -2.559 -3.430 0.00
H 0.400 -2.177 1.365 0.00
H 2.255 -2.606 2.912 0.00
H 5.051 -1.614 -0.175 0.00
H 3.209 -1.209 -1.724 0.00
```

Values from the calculation:
HOMO-LUMO gap (alpha / beta) in eV: 6.31 / 7.04
Net charge: -1
Relative energy (zero: lowest compared OMol25 entry of this formula, charge and spin) in kJ/mol: 0.00
E in hartree: -8268.14547
Multiplicity: 3